Below is a cluster of 7 separate species, C36H60N3O18 in total in a non-equilibrium geometry, with properties calculated with the ωB97M-V functional and the def2-TZVPD basis.

Geometry as ORCA input:
```
! wB97M-V def2-TZVPD RIJCOSX def2/J DEFGRID3
* xyz 1 1
C 1.358 -2.079 2.737
C 0.827 -0.666 2.961
C 1.872 0.432 2.680
C 1.367 1.673 1.938
C 0.101 2.280 2.450
C -0.583 3.374 1.985
N -1.713 3.546 2.757
C -1.749 2.596 3.688
C -2.755 2.318 4.739
C -3.548 1.008 4.457
C -3.566 0.558 2.999
C -4.514 -0.628 2.770
C -3.992 -1.513 1.630
N -3.091 -2.566 2.127
N -0.657 1.842 3.528
H 1.883 -2.143 1.793
H 1.996 -2.365 3.566
H 0.529 -2.786 2.737
H -0.111 -0.501 2.431
H 0.561 -0.607 4.025
H 2.622 -0.020 2.036
H 2.412 0.705 3.583
H 2.134 2.442 2.009
H 1.242 1.470 0.878
H -0.334 4.030 1.175
H -2.421 4.262 2.649
H -2.222 2.200 5.679
H -3.440 3.150 4.848
H -3.130 0.196 5.051
H -4.565 1.138 4.812
H -2.584 0.238 2.664
H -3.915 1.388 2.382
H -4.552 -1.251 3.663
H -5.514 -0.294 2.512
H -3.430 -0.876 0.943
H -4.809 -1.936 1.050
H -2.238 -2.576 1.586
H -2.825 -2.389 3.087
H -0.441 1.061 4.127
C -6.583 6.361 -0.077
C -5.251 5.812 0.361
C -5.173 5.468 1.829
O -3.762 5.631 2.091
C -3.283 6.549 1.189
O -2.200 7.025 1.258
O -4.205 6.804 0.248
H -6.528 6.716 -1.101
H -7.356 5.596 -0.017
H -6.878 7.209 0.544
H -4.967 4.961 -0.264
H -5.491 4.451 2.050
H -5.724 6.165 2.462
C -4.951 9.760 -4.734
C -5.601 8.403 -4.817
C -6.982 8.309 -4.212
O -7.048 6.923 -3.833
C -5.781 6.505 -3.609
O -5.493 5.464 -3.109
O -4.890 7.430 -4.022
H -3.914 9.707 -5.062
H -5.480 10.474 -5.365
H -4.949 10.128 -3.707
H -5.603 8.046 -5.850
H -7.780 8.551 -4.909
H -7.088 8.919 -3.312
C -5.323 -4.832 2.116
C -5.255 -5.703 3.341
C -5.487 -7.178 3.108
O -6.010 -7.603 4.374
C -6.614 -6.533 4.948
O -7.297 -6.578 5.915
O -6.324 -5.399 4.256
H -5.288 -3.787 2.399
H -4.488 -5.038 1.449
H -6.259 -4.994 1.577
H -4.311 -5.537 3.869
H -4.579 -7.727 2.869
H -6.240 -7.368 2.340
C 4.958 -5.541 3.111
C 4.737 -4.698 1.882
C 5.988 -4.332 1.122
O 5.602 -3.093 0.502
C 4.657 -2.526 1.274
O 4.252 -1.413 1.136
O 4.227 -3.386 2.227
H 4.032 -5.643 3.677
H 5.308 -6.534 2.833
H 5.693 -5.079 3.771
H 4.003 -5.172 1.224
H 6.270 -5.063 0.368
H 6.841 -4.139 1.776
C 9.245 -1.428 -2.869
C 8.701 -2.821 -3.043
C 7.321 -3.041 -2.478
O 7.338 -4.447 -2.177
C 8.630 -4.793 -1.939
O 8.968 -5.835 -1.479
O 9.464 -3.785 -2.284
H 10.291 -1.387 -3.171
H 8.677 -0.722 -3.473
H 9.198 -1.122 -1.823
H 8.748 -3.112 -4.095
H 6.525 -2.807 -3.181
H 7.153 -2.495 -1.547
C 6.517 -3.209 -9.063
C 7.196 -2.169 -8.210
C 8.128 -2.710 -7.151
O 8.080 -1.675 -6.155
C 6.877 -1.057 -6.269
O 6.447 -0.284 -5.477
O 6.244 -1.454 -7.395
H 5.763 -2.746 -9.699
H 7.243 -3.717 -9.696
H 6.009 -3.948 -8.442
H 7.707 -1.436 -8.841
H 9.147 -2.853 -7.502
H 7.763 -3.639 -6.705
*
```

Summary:
E = -79627.8156 eV
LUMO energy = -2.02 eV
largest force on an atom = 1.18 eV/Å
Kohn-Sham gap = 9.7 eV


Below is a cluster of 12 separate species, C36H60N4O12 in total in a non-equilibrium geometry, with properties calculated with the ωB97M-V functional and the def2-TZVPD basis.

Geometry as ORCA input:
```
! wB97M-V def2-TZVPD RIJCOSX def2/J DEFGRID3
* xyz 0 1
O -2.481 -2.005 -2.048
C -3.586 -1.539 -2.145
O -4.221 -1.030 -1.080
C -5.499 -0.486 -1.424
C -5.600 -0.507 -2.957
C -4.391 -1.341 -3.400
H -5.634 0.509 -1.003
H -6.260 -1.123 -0.973
H -5.647 0.479 -3.419
H -6.540 -0.973 -3.254
H -3.787 -0.903 -4.189
H -4.714 -2.321 -3.758
O -2.574 3.029 0.313
C -3.014 3.035 -0.798
O -4.083 3.792 -1.131
C -4.521 3.548 -2.472
C -3.398 2.747 -3.162
C -2.531 2.254 -2.008
H -4.676 4.509 -2.958
H -5.472 3.016 -2.436
H -2.846 3.375 -3.856
H -3.814 1.931 -3.755
H -1.476 2.453 -2.171
H -2.634 1.192 -1.780
O 2.500 -2.295 -2.607
C 1.673 -3.073 -2.978
O 0.441 -3.114 -2.424
C -0.283 -4.266 -2.909
C 0.301 -4.533 -4.296
C 1.747 -4.069 -4.125
H -1.341 -4.035 -2.874
H -0.068 -5.091 -2.225
H -0.204 -3.950 -5.065
H 0.189 -5.592 -4.525
H 2.227 -3.605 -4.979
H 2.373 -4.898 -3.780
O -1.456 -2.630 4.416
C -1.456 -2.948 3.267
O -2.611 -3.090 2.566
C -2.351 -3.255 1.160
C -0.900 -3.770 1.071
C -0.271 -3.218 2.362
H -2.455 -2.266 0.714
H -3.054 -3.945 0.700
H -0.414 -3.335 0.197
H -0.917 -4.857 1.032
H 0.271 -2.289 2.181
H 0.392 -3.958 2.804
C -1.884 3.674 3.749
O -1.063 3.824 2.625
H -2.826 4.235 3.668
H -2.162 2.622 3.922
H -1.365 4.033 4.635
H -1.546 3.532 1.841
C 3.619 2.269 1.483
O 4.516 3.212 2.048
H 2.615 2.360 1.898
H 3.588 2.437 0.407
H 4.009 1.257 1.638
H 4.308 3.300 2.983
C -4.331 0.731 2.522
O -5.389 0.805 3.473
H -4.769 0.592 1.535
H -3.772 1.674 2.474
H -3.607 -0.061 2.736
H -4.991 1.061 4.309
C 0.708 3.618 -0.418
O 0.588 4.974 -0.808
H 0.792 3.523 0.665
H -0.138 2.965 -0.637
H 1.638 3.202 -0.821
H 0.534 4.995 -1.767
N -0.644 -0.552 -0.362
C -1.135 0.365 0.524
C -0.099 0.812 1.310
C 1.071 0.158 0.848
C 0.711 -0.660 -0.186
H -1.228 -1.000 -1.051
H -2.202 0.445 0.658
H -0.215 1.542 2.096
H 2.089 0.264 1.191
H 1.289 -1.322 -0.806
N 3.510 0.477 6.521
C 4.551 0.265 5.666
C 4.065 0.349 4.389
C 2.677 0.640 4.485
C 2.359 0.682 5.811
H 3.588 0.488 7.521
H 5.539 0.015 6.010
H 4.580 0.222 3.452
H 1.960 0.644 3.680
H 1.402 0.745 6.298
N 4.611 1.704 -3.994
C 3.428 2.226 -4.447
C 2.454 1.901 -3.543
C 3.064 1.147 -2.507
C 4.387 1.016 -2.835
H 5.469 1.701 -4.513
H 3.394 2.846 -5.326
H 1.435 2.246 -3.624
H 2.629 0.738 -1.610
H 5.199 0.572 -2.284
N 4.106 -1.867 -0.132
C 5.411 -1.589 0.184
C 5.630 -2.043 1.462
C 4.396 -2.552 1.954
C 3.481 -2.442 0.935
H 3.662 -1.567 -0.986
H 6.112 -1.225 -0.548
H 6.568 -2.101 1.990
H 4.259 -2.999 2.924
H 2.434 -2.684 0.867
*
```

Summary:
E = -68834.1354 eV
SMILES = c1cc[nH]c1.c1cc[nH]c1.c1cc[nH]c1.c1cc[nH]c1.O=C1CCCO1.O=C1CCCO1.O=C1CCCO1.O=C1CCCO1.CO.CO.CO.CO
LUMO energy = -0.04 eV
energy relative to the best compared isomer or geometry (same formula, charge and spin) = 0.0 kcal per mole
largest force on an atom = 1.07 eV/Å
Kohn-Sham gap = 7.7 eV


Below is a cluster of 10 separate species, C36H60N4O16 in total in a non-equilibrium geometry, with properties calculated with the ωB97M-V functional and the def2-TZVPD basis.

Geometry as ORCA input:
```
! wB97M-V def2-TZVPD RIJCOSX def2/J DEFGRID3
* xyz 0 1
O 1.948 -0.714 -6.420
C 1.894 0.173 -5.620
O 2.869 1.073 -5.332
C 3.696 1.484 -6.435
C 3.061 2.602 -7.226
C 0.772 0.259 -4.583
H 3.792 0.631 -7.115
H 4.641 1.705 -5.937
H 2.070 2.218 -7.505
H 3.447 2.833 -8.217
H 2.922 3.486 -6.604
H -0.019 -0.376 -4.970
H 0.448 1.299 -4.556
H 1.119 -0.089 -3.615
O -3.227 2.207 -1.786
C -2.461 2.988 -2.335
O -2.784 3.943 -3.157
C -4.157 4.096 -3.608
C -4.205 5.351 -4.439
C -0.981 2.851 -2.069
H -4.844 4.043 -2.763
H -4.357 3.189 -4.184
H -3.719 5.156 -5.396
H -3.639 6.126 -3.926
H -5.231 5.635 -4.662
H -0.751 3.440 -1.180
H -0.376 3.275 -2.877
H -0.694 1.805 -2.053
C -0.259 -4.592 5.806
C 1.170 -5.022 5.409
C 1.952 -3.728 5.100
C 1.475 -3.029 3.907
N 1.180 -2.490 2.936
H -1.064 -5.295 5.567
H -0.634 -3.672 5.357
H -0.321 -4.513 6.894
H 1.193 -5.585 4.474
H 1.687 -5.605 6.164
H 3.012 -3.979 5.032
H 1.826 -3.035 5.936
C -2.292 -5.580 1.414
C -2.006 -4.090 1.278
C -2.789 -3.398 0.127
C -4.169 -3.090 0.492
N -5.239 -2.809 0.795
H -1.951 -6.067 0.500
H -3.305 -5.885 1.672
H -1.672 -5.995 2.215
H -0.940 -3.926 1.114
H -2.208 -3.453 2.143
H -2.819 -3.996 -0.785
H -2.269 -2.461 -0.070
C -1.319 0.453 1.234
C 0.189 0.475 0.918
C 0.545 -0.719 0.044
C -0.331 -0.825 -1.143
N -1.045 -0.855 -2.041
H -1.951 0.333 0.353
H -1.599 1.311 1.841
H -1.622 -0.425 1.817
H 0.842 0.432 1.788
H 0.390 1.392 0.359
H 0.564 -1.650 0.610
H 1.547 -0.654 -0.390
C 3.955 -0.293 3.533
C 4.716 -0.756 4.789
C 6.222 -1.095 4.571
C 6.660 -2.248 5.347
N 7.075 -3.152 5.920
H 2.867 -0.338 3.564
H 4.177 -0.997 2.724
H 4.269 0.710 3.244
H 4.333 -1.731 5.098
H 4.464 0.000 5.531
H 6.751 -0.181 4.852
H 6.506 -1.272 3.533
C -4.331 -0.125 -3.887
C -4.462 -0.582 -2.474
O -5.442 -1.611 -2.516
C -6.243 -1.303 -3.589
O -7.370 -1.679 -3.696
O -5.658 -0.399 -4.379
H -3.613 -0.716 -4.458
H -4.052 0.923 -3.924
H -4.743 0.254 -1.831
H -3.523 -0.980 -2.094
C 3.750 -2.790 -4.322
C 4.341 -3.902 -3.464
O 3.259 -4.152 -2.584
C 2.462 -3.077 -2.478
O 1.575 -2.947 -1.701
O 2.830 -2.173 -3.405
H 3.185 -3.200 -5.162
H 4.358 -1.977 -4.708
H 5.286 -3.595 -3.016
H 4.460 -4.808 -4.054
C 2.402 3.113 3.879
C 2.077 4.576 4.085
O 0.736 4.501 4.610
C 0.505 3.271 5.072
O -0.534 2.913 5.505
O 1.575 2.461 4.830
H 3.444 2.878 4.100
H 2.264 2.759 2.853
H 1.936 5.162 3.180
H 2.840 5.052 4.700
C -3.739 4.012 1.506
C -3.107 3.751 2.848
O -2.785 5.077 3.278
C -2.713 5.903 2.210
O -2.317 7.017 2.225
O -3.218 5.271 1.116
H -4.823 4.124 1.603
H -3.541 3.229 0.774
H -2.233 3.104 2.806
H -3.834 3.359 3.556
*
```

Summary:
E = -77024.2974 eV
SMILES = CCOC(C)=O.CCOC(C)=O.O=C1OCCO1.O=C1OCCO1.O=C1OCCO1.O=C1OCCO1.CCCC#N.CCCC#N.CCCC#N.CCCC#N
LUMO energy = -0.01 eV
largest force on an atom = 2.59 eV/Å
Kohn-Sham gap = 10.2 eV


Below is a cluster of 6 separate species, C36H62Br2F9NO10PS in total in a non-equilibrium geometry, with properties calculated with the ωB97M-V functional and the def2-TZVPD basis.

Geometry as ORCA input:
```
! wB97M-V def2-TZVPD RIJCOSX def2/J DEFGRID3
* xyz 1 1
C -0.419 -5.850 -2.153
C -0.825 -4.618 -3.183
C -1.209 -3.265 -2.339
C 0.054 -2.175 -2.223
C -0.638 -0.708 -1.982
C 0.385 0.395 -1.251
C -0.457 1.800 -1.177
C 0.000 2.783 0.097
O 1.335 2.448 0.614
C 1.281 1.844 1.966
S 2.965 1.192 2.360
O 2.994 0.150 3.540
O 3.392 0.320 1.110
C 4.362 2.367 2.654
F 4.486 2.874 4.073
F 5.603 1.512 2.488
C 4.550 3.608 1.616
F 3.322 4.473 1.452
F 4.984 3.000 0.302
C 5.722 4.710 2.066
F 6.904 4.111 2.710
F 5.133 5.665 3.078
C 6.251 5.644 0.828
F 7.551 5.205 0.247
F 5.264 5.870 -0.257
F 6.514 7.008 1.423
C 0.497 2.708 3.098
C 1.358 3.311 4.334
Br 2.159 5.183 4.469
C 1.621 2.512 5.601
C 2.424 3.176 6.912
Br 1.004 0.621 5.907
N -0.489 3.690 2.435
O 0.052 4.813 1.972
C -0.762 6.008 2.228
C -0.837 6.998 0.881
C -1.163 3.026 1.212
P -2.316 1.589 1.627
C -3.897 1.896 0.531
O -1.754 0.026 1.128
H 0.722 -6.103 -2.224
H -1.063 -6.818 -2.401
H -0.729 -5.512 -1.059
H -0.037 -4.456 -4.043
H -1.831 -4.973 -3.717
H -2.068 -2.709 -2.942
H -1.660 -3.539 -1.284
H 0.532 -2.149 -3.317
H 0.827 -2.481 -1.396
H -1.616 -0.891 -1.329
H -1.041 -0.270 -3.012
H 0.767 0.002 -0.216
H 1.323 0.577 -1.948
H -0.259 2.368 -2.208
H -1.597 1.539 -1.169
H 0.146 3.842 -0.441
H 0.620 0.861 1.785
H -0.268 1.943 3.620
H 2.480 2.422 7.825
H 3.461 3.634 6.631
H 1.745 4.074 7.274
H -1.250 3.828 3.167
H -1.877 5.808 2.519
H -0.276 6.597 3.144
H -1.590 6.464 0.125
H -1.380 7.993 1.237
H 0.211 7.183 0.396
H -1.856 3.896 0.773
H -4.668 1.029 0.810
H -4.386 2.938 0.742
H -3.687 1.782 -0.614
H -1.236 -0.366 1.914
C -5.159 -4.155 -7.174
C -3.896 -4.607 -6.493
O -3.826 -4.693 -5.268
C -2.720 -4.950 -7.368
H -5.923 -3.941 -6.418
H -4.968 -3.242 -7.744
H -5.530 -4.945 -7.832
H -2.420 -4.073 -7.947
H -2.982 -5.775 -8.035
H -1.878 -5.260 -6.740
C 0.209 -0.248 10.825
C 1.112 0.901 10.466
O 0.913 1.580 9.460
C 2.269 1.188 11.385
H -0.582 -0.337 10.073
H 0.781 -1.179 10.843
H -0.254 -0.067 11.799
H 2.933 0.321 11.428
H 1.899 1.433 12.383
H 2.835 2.043 11.001
C 11.124 7.555 2.537
C 11.014 6.163 3.100
O 11.911 5.681 3.790
C 9.765 5.384 2.787
H 12.078 7.997 2.844
H 11.092 7.517 1.445
H 10.311 8.176 2.920
H 9.672 5.250 1.706
H 8.891 5.909 3.182
H 9.824 4.398 3.259
C -9.435 -5.337 -6.777
C -8.783 -5.143 -8.120
O -8.211 -4.093 -8.406
C -8.859 -6.284 -9.099
H -9.300 -4.432 -6.174
H -10.505 -5.516 -6.905
H -8.968 -6.177 -6.255
H -9.904 -6.505 -9.331
H -8.367 -7.166 -8.681
H -8.347 -6.003 -10.025
C -5.370 -9.992 -5.689
C -4.467 -8.843 -6.048
O -4.666 -8.164 -7.055
C -3.310 -8.556 -5.129
H -6.161 -10.081 -6.441
H -4.798 -10.923 -5.671
H -5.833 -9.810 -4.715
H -2.646 -9.423 -5.086
H -3.680 -8.310 -4.131
H -2.745 -7.700 -5.514
*
```

Summary:
E = -244943.0204 eV
LUMO energy = -3.45 eV
largest force on an atom = 10.92 eV/Å
Kohn-Sham gap = 7.1 eV